Formula: C37H42BiN7O5S
Source: the Open Molecules 2025 dataset
Level of theory: the ωB97M-V functional and the def2-TZVPD basis

Structure (XYZ):
```
93
Properties=species:S:1:pos:R:3:forces:R:3
Bi -0.532 0.421 0.317 0.0 0.0 -0.1
C 2.778 -1.205 3.480 0.0 0.0 0.0
C 1.674 -1.080 2.631 0.0 0.0 0.0
N 1.123 0.083 2.329 -0.1 0.0 0.0
C 1.628 1.207 2.890 0.0 0.0 0.0
C 2.752 1.181 3.730 0.0 0.0 0.0
C 3.329 -0.070 4.014 0.0 0.0 0.0
C 3.265 2.399 4.285 0.0 0.1 0.0
C 2.657 3.575 4.032 0.0 0.0 0.0
C 1.482 3.632 3.213 0.0 0.0 0.0
C 0.803 4.842 2.973 0.0 0.0 0.0
C -0.331 4.834 2.207 0.0 0.0 0.0
C -0.773 3.621 1.670 0.0 0.0 0.0
N -0.152 2.469 1.867 0.0 0.0 -0.1
C 0.965 2.464 2.636 0.0 0.0 0.0
H 3.181 -2.185 3.693 0.0 0.0 0.0
H 1.226 -1.952 2.174 0.0 0.0 0.0
H 4.193 -0.121 4.665 0.0 0.0 0.0
H 4.141 2.349 4.918 0.0 0.0 0.0
H 3.033 4.498 4.455 0.0 0.0 0.0
H 1.183 5.760 3.404 0.0 0.0 0.0
H -0.887 5.738 2.003 0.0 0.0 0.0
H -1.650 3.592 1.043 0.0 0.0 0.0
N -2.298 -1.001 -0.799 0.0 0.0 0.1
C -2.750 -2.267 -0.179 0.0 0.0 0.0
C -3.311 -2.042 1.215 0.0 0.0 0.0
C -2.295 -1.581 2.251 0.0 0.0 0.0
N -1.921 -0.151 2.074 0.0 0.0 0.0
H -3.092 -0.387 -0.958 0.0 0.0 0.0
H -1.922 -1.183 -1.727 0.0 0.0 0.0
H -1.893 -2.937 -0.136 0.0 0.0 0.0
H -3.514 -2.736 -0.803 0.0 0.0 0.0
H -3.727 -2.989 1.563 0.0 0.0 0.0
H -4.149 -1.339 1.183 0.0 0.0 0.0
H -1.386 -2.183 2.191 0.0 0.0 0.0
H -2.715 -1.701 3.249 0.0 0.0 0.0
H -1.438 0.187 2.904 0.0 0.0 0.0
H -2.768 0.433 1.945 0.0 0.0 0.0
C 2.829 2.590 -2.833 0.0 0.0 0.0
C 2.448 3.795 -1.975 0.0 0.0 0.0
C 1.890 3.153 -0.709 0.0 -0.1 -0.1
O 1.492 1.802 -1.072 0.0 0.1 0.0
C 1.720 1.618 -2.493 0.0 -0.1 0.1
H 3.798 2.186 -2.532 0.0 0.0 0.0
H 2.867 2.821 -3.896 0.0 0.0 0.0
H 1.671 4.379 -2.468 0.0 0.0 0.0
H 3.290 4.451 -1.764 0.0 0.0 0.0
H 1.019 3.690 -0.340 0.0 0.0 0.0
H 2.638 3.068 0.082 0.0 0.0 0.0
H 0.800 1.846 -3.033 0.0 0.0 0.0
H 1.980 0.569 -2.642 0.0 0.0 0.0
O -4.074 1.452 1.182 0.0 0.0 0.0
C -3.674 1.917 0.120 0.0 0.1 0.0
N -2.368 1.880 -0.278 0.0 0.0 0.1
S -2.144 2.482 -1.786 0.1 0.1 0.0
O -1.690 1.382 -2.610 0.0 -0.1 0.0
O -1.303 3.645 -1.745 0.0 0.0 0.0
C -3.833 2.899 -2.052 0.0 0.0 0.0
C -4.422 3.494 -3.147 0.0 0.0 0.0
C -5.789 3.741 -3.067 0.0 0.0 0.0
C -6.516 3.403 -1.929 0.0 0.0 0.0
C -5.901 2.806 -0.835 0.0 0.0 0.0
C -4.542 2.558 -0.911 0.0 0.0 0.0
H -3.852 3.761 -4.027 0.0 0.0 0.0
H -6.295 4.205 -3.902 0.0 0.0 0.0
H -7.576 3.612 -1.898 0.0 0.0 0.0
H -6.457 2.542 0.055 0.0 0.0 0.0
C 3.366 -4.637 -2.175 0.0 0.0 0.1
N 2.876 -3.484 -1.435 0.0 0.0 -0.1
N 1.568 -3.385 -1.012 0.0 0.0 0.1
C 1.372 -2.153 -0.462 0.0 0.0 0.0
O 0.253 -1.844 0.074 0.1 0.0 0.0
C 2.584 -1.448 -0.611 0.0 0.0 0.0
C 3.479 -2.306 -1.221 0.0 0.0 0.0
C 4.886 -2.070 -1.638 0.0 0.0 0.0
C 0.691 -4.513 -0.919 0.0 0.0 0.0
C 0.803 -5.378 0.160 0.0 0.0 0.0
C -0.059 -6.461 0.246 0.0 0.0 0.0
C -1.019 -6.665 -0.736 0.0 0.0 0.0
C -1.123 -5.792 -1.811 0.0 0.0 0.0
C -0.262 -4.708 -1.907 0.0 0.0 0.0
H 2.517 -5.212 -2.534 0.0 0.0 0.0
H 3.982 -5.272 -1.540 0.0 0.0 0.0
H 3.946 -4.297 -3.029 0.0 0.0 0.0
H 2.771 -0.429 -0.312 0.0 0.0 0.0
H 5.224 -1.104 -1.272 0.0 0.0 0.0
H 4.973 -2.072 -2.727 0.0 0.0 0.0
H 5.550 -2.842 -1.247 0.0 0.0 0.0
H 1.559 -5.205 0.916 0.0 0.0 0.0
H 0.020 -7.148 1.078 0.0 0.0 0.0
H -1.685 -7.514 -0.667 0.0 0.0 0.0
H -1.865 -5.962 -2.579 0.0 0.0 0.0
H -0.317 -4.019 -2.741 0.0 0.0 0.0
```
Forces are in eV/Å.

- Kohn-Sham gap (eV) = 8.50
- multiplicity = 1
- total charge = +2

=====

Formula: C37H42F2MoN4S
Source: the Open Molecules 2025 dataset
Level of theory: the ωB97M-V functional and the def2-TZVPD basis

Structure (XYZ):
```
87
Properties=species:S:1:pos:R:3:forces:R:3
Mo -0.360 0.679 -0.741 0.1 -0.3 -0.8
C 0.524 -3.713 2.080 0.1 0.0 -0.1
C 0.942 -2.309 1.618 -0.1 0.0 -0.1
C 2.363 -2.031 2.108 0.0 0.0 0.0
C -0.042 -1.284 2.135 0.0 0.1 0.1
C 0.012 -0.920 3.478 0.0 0.0 -0.1
C -0.906 -0.040 4.023 0.0 0.0 0.0
C -1.938 0.460 3.247 0.0 -0.1 -0.1
C -2.068 0.110 1.907 0.0 0.0 0.1
C -3.349 0.575 1.228 0.0 0.1 0.1
C -3.293 0.977 -0.242 -0.1 0.0 0.0
C -4.462 -0.458 1.447 0.0 0.0 0.0
C -1.064 -0.715 1.344 -0.4 -0.1 -0.1
N -1.102 -0.957 -0.075 0.4 0.1 0.8
C -1.816 -2.011 -0.649 0.1 0.1 0.0
C -2.455 -3.034 0.041 0.0 -0.1 -0.1
C -3.087 -4.037 -0.683 0.0 0.1 0.0
C -3.094 -4.023 -2.073 0.0 0.1 0.0
C -2.480 -2.989 -2.774 0.1 0.1 0.1
C -1.869 -2.016 -2.028 0.0 -0.1 -0.1
F -1.262 -0.919 -2.617 -0.1 0.0 0.2
H 1.294 -4.432 1.802 0.0 0.0 0.0
H -0.410 -4.042 1.632 -0.1 0.0 0.0
H 0.417 -3.745 3.164 0.0 0.0 0.1
H 0.930 -2.289 0.523 0.0 0.0 0.1
H 2.461 -2.238 3.174 0.0 0.0 0.0
H 2.685 -1.004 1.928 0.0 0.0 -0.1
H 3.060 -2.696 1.600 0.1 0.0 0.0
H 0.781 -1.341 4.107 0.0 0.0 0.0
H -0.836 0.232 5.067 0.0 0.0 0.0
H -2.681 1.106 3.695 0.0 0.0 0.0
H -3.638 1.475 1.781 0.0 0.0 0.0
H -3.158 0.130 -0.919 -0.1 0.1 0.0
H -2.526 1.742 -0.426 -0.1 0.0 0.1
H -4.234 1.452 -0.522 0.0 0.0 0.0
H -4.295 -1.350 0.843 0.0 0.0 0.0
H -5.421 -0.032 1.155 -0.1 0.0 0.0
H -4.529 -0.758 2.491 0.0 0.0 0.0
H -2.459 -3.040 1.121 0.0 0.0 0.1
H -3.583 -4.838 -0.153 0.0 0.0 0.0
H -3.587 -4.814 -2.618 0.0 0.0 0.0
H -2.480 -2.940 -3.852 0.0 0.0 -0.1
N -1.255 3.898 -0.670 -0.1 0.1 0.0
C -0.519 3.537 0.439 0.0 0.1 0.1
C -0.381 4.485 1.460 0.0 -0.1 -0.1
C 0.349 4.166 2.576 0.0 0.0 0.0
C 0.944 2.906 2.673 -0.1 0.0 -0.1
C 0.759 2.023 1.649 0.0 0.0 0.0
N 0.027 2.318 0.537 0.0 -0.2 0.1
C -1.298 3.389 -1.952 0.0 0.1 -0.1
C -1.807 4.230 -2.953 0.1 -0.1 0.1
C -1.849 3.785 -4.246 0.0 -0.1 -0.1
C -1.366 2.506 -4.543 0.0 0.0 0.1
C -0.900 1.734 -3.518 0.0 0.0 0.0
N -0.890 2.139 -2.216 0.0 0.3 -0.1
H -1.644 4.829 -0.600 0.0 -0.1 0.0
H -0.840 5.457 1.351 0.0 0.0 0.0
H 0.466 4.893 3.369 0.0 0.0 0.0
H 1.532 2.615 3.529 0.0 0.0 0.1
H 1.171 1.022 1.683 0.0 0.1 0.0
H -2.141 5.224 -2.693 0.0 0.0 0.0
H -2.236 4.424 -5.027 0.0 0.0 0.0
H -1.353 2.122 -5.551 0.0 0.0 0.0
H -0.517 0.744 -3.702 0.0 0.0 0.0
C 4.522 1.200 2.821 0.0 0.0 0.0
S 4.075 1.319 1.079 0.0 0.0 0.0
C 5.684 1.708 0.370 0.0 0.0 0.0
H 4.814 2.168 3.224 0.0 0.0 0.0
H 5.334 0.489 2.956 0.0 0.0 0.0
H 3.656 0.829 3.369 0.0 0.0 0.0
H 6.399 0.920 0.592 0.0 0.0 0.0
H 6.051 2.661 0.743 0.0 0.0 0.0
H 5.559 1.775 -0.709 0.0 0.0 0.0
F 2.794 -4.632 -3.478 0.0 0.0 0.0
C 2.508 -3.400 -3.044 0.0 -0.1 0.0
C 1.826 -2.538 -3.883 0.0 0.0 0.1
C 1.534 -1.265 -3.423 0.0 0.0 0.0
C 1.895 -0.855 -2.139 0.1 0.1 0.0
C 1.575 0.505 -1.604 -0.1 0.0 0.2
C 2.623 -1.741 -1.347 0.0 -0.1 0.0
C 2.931 -3.017 -1.786 0.0 0.0 -0.1
H 1.558 -2.860 -4.877 0.0 0.0 -0.1
H 1.043 -0.580 -4.099 0.0 0.1 0.0
H 1.642 1.285 -2.369 0.0 0.0 0.0
H 2.254 0.770 -0.786 0.0 0.0 -0.1
H 2.983 -1.408 -0.386 0.0 0.0 0.1
H 3.505 -3.705 -1.184 0.0 0.0 0.0
```
Forces are in eV/Å.

- Kohn-Sham gap (spin up / spin down) (eV) = 6.30 / 6.56
- multiplicity = 3
- total charge = +2
- expectation value of S² = 2.028

=====

| no. | calculated total energy (Ha) |
| --- | --- |
| 1 | -2807.05798 |
| 2 | -2319.75770 |